{"formula": "C60H80O60", "method": "the ωB97M-V functional and the def2-TZVPD basis", "total_energy_ha": -6848.9278, "lumo_energy_ev": 0.5, "species": ["C", "C", "O", "C", "O", "O", "H", "H", "H", "H", "C", "C", "O", "C", "O", "O", "H", "H", "H", "H", "C", "C", "O", "C", "O", "O", "H", "H", "H", "H", "C", "C", "O", "C", "O", "O", "H", "H", "H", "H", "C", "C", "O", "C", "O", "O", "H", "H", "H", "H", "C", "C", "O", "C", "O", "O", "H", "H", "H", "H", "C", "C", "O", "C", "O", "O", "H", "H", "H", "H", "C", "C", "O", "C", "O", "O", "H", "H", "H", "H", "C", "C", "O", "C", "O", "O", "H", "H", "H", "H", "C", "C", "O", "C", "O", "O", "H", "H", "H", "H", "C", "C", "O", "C", "O", "O", "H", "H", "H", "H", "C", "C", "O", "C", "O", "O", "H", "H", "H", "H", "C", "C", "O", "C", "O", "O", "H", "H", "H", "H", "C", "C", "O", "C", "O", "O", "H", "H", "H", "H", "C", "C", "O", "C", "O", "O", "H", "H", "H", "H", "C", "C", "O", "C", "O", "O", "H", "H", "H", "H", "C", "C", "O", "C", "O", "O", "H", "H", "H", "H", "C", "C", "O", "C", "O", "O", "H", "H", "H", "H", "C", "C", "O", "C", "O", "O", "H", "H", "H", "H", "C", "C", "O", "C", "O", "O", "H", "H", "H", "H"], "positions_angstrom": [[5.529, 4.105, -0.208], [6.095, 3.019, -1.121], [5.635, 3.434, -2.447], [4.463, 4.048, -2.273], [3.660, 4.265, -3.117], [4.355, 4.457, -0.963], [6.174, 4.994, -0.077], [5.206, 3.865, 0.800], [5.692, 1.971, -0.955], [7.172, 3.082, -1.270], [0.571, -2.935, 8.069], [1.232, -3.855, 7.032], [2.616, -3.383, 7.160], [2.624, -2.117, 7.522], [3.532, -1.368, 7.428], [1.430, -1.826, 8.114], [0.451, -3.408, 9.076], [-0.378, -2.502, 7.831], [0.995, -3.638, 5.977], [1.290, -4.922, 7.253], [7.843, -0.908, -1.096], [7.114, -2.262, -0.957], [5.775, -1.987, -1.462], [5.714, -0.711, -1.825], [4.715, -0.182, -2.195], [6.827, -0.063, -1.637], [8.679, -0.820, -1.747], [8.089, -0.514, -0.133], [6.942, -2.600, 0.119], [7.513, -3.099, -1.587], [-1.888, -1.560, 3.734], [-2.887, -2.413, 2.902], [-3.832, -1.425, 2.592], [-3.521, -0.205, 2.914], [-4.172, 0.773, 2.668], [-2.319, -0.190, 3.637], [-0.934, -1.713, 3.260], [-1.801, -1.815, 4.761], [-3.381, -3.172, 3.424], [-2.522, -2.837, 1.921], [-3.261, 4.724, 2.944], [-4.432, 4.977, 1.981], [-4.310, 3.901, 1.052], [-2.981, 3.562, 1.022], [-2.481, 2.849, 0.216], [-2.347, 4.034, 2.106], [-3.460, 4.117, 3.805], [-2.757, 5.659, 3.246], [-4.228, 5.937, 1.470], [-5.460, 4.958, 2.334], [1.390, -2.388, -4.911], [0.905, -3.793, -5.403], [-0.600, -3.660, -4.908], [-0.664, -2.747, -3.962], [-1.656, -2.686, -3.262], [0.455, -2.009, -3.883], [1.295, -1.612, -5.740], [2.362, -2.371, -4.499], [1.217, -4.687, -4.887], [0.731, -4.029, -6.487], [4.018, 1.344, 3.724], [3.161, 1.666, 2.448], [4.075, 1.405, 1.381], [4.948, 0.516, 1.854], [5.653, -0.135, 1.126], [4.965, 0.415, 3.176], [3.516, 0.872, 4.536], [4.507, 2.244, 4.022], [2.872, 2.719, 2.502], [2.291, 0.984, 2.382], [-5.156, -2.622, -5.452], [-5.025, -3.607, -4.252], [-4.772, -2.737, -3.178], [-4.721, -1.480, -3.594], [-4.460, -0.577, -2.873], [-4.941, -1.343, -4.889], [-6.184, -2.624, -5.815], [-4.460, -2.754, -6.227], [-4.260, -4.379, -4.362], [-5.989, -4.095, -3.987], [-1.950, 6.657, -2.536], [-1.200, 5.614, -1.778], [-1.739, 5.844, -0.415], [-2.317, 7.043, -0.408], [-2.826, 7.456, 0.560], [-2.277, 7.626, -1.576], [-2.864, 6.408, -3.099], [-1.241, 7.137, -3.228], [-0.175, 5.738, -1.609], [-1.378, 4.564, -1.903], [4.937, -2.497, 4.672], [3.610, -2.194, 3.951], [2.890, -3.420, 4.145], [3.757, -4.406, 4.437], [3.504, -5.545, 4.504], [5.010, -3.913, 4.567], [4.914, -2.273, 5.728], [5.731, -1.997, 4.108], [3.737, -2.032, 2.869], [2.938, -1.458, 4.382], [-5.590, -1.310, -0.038], [-5.993, -2.724, 0.555], [-6.709, -3.330, -0.502], [-6.993, -2.423, -1.465], [-7.562, -2.715, -2.469], [-6.541, -1.180, -1.060], [-4.560, -1.268, -0.345], [-5.775, -0.472, 0.582], [-6.620, -2.696, 1.435], [-5.030, -3.282, 0.714], [-3.230, -4.840, -0.987], [-2.094, -5.935, -0.980], [-0.918, -5.113, -0.671], [-1.323, -3.839, -0.581], [-0.575, -2.914, -0.513], [-2.621, -3.724, -0.483], [-4.068, -5.168, -0.399], [-3.503, -4.725, -2.041], [-1.877, -6.365, -1.963], [-2.193, -6.681, -0.201], [-2.630, 1.959, -8.368], [-3.470, 2.396, -7.140], [-2.873, 1.636, -6.125], [-2.015, 0.722, -6.590], [-1.500, -0.135, -5.953], [-1.901, 0.822, -7.952], [-1.956, 2.730, -8.649], [-3.175, 1.660, -9.256], [-4.554, 2.240, -7.170], [-3.397, 3.431, -7.054], [0.957, 6.088, 1.224], [1.996, 7.224, 1.362], [2.865, 6.639, 2.281], [2.248, 5.713, 3.031], [2.697, 5.267, 3.997], [1.015, 5.521, 2.543], [1.324, 5.292, 0.506], [-0.028, 6.460, 0.957], [1.553, 8.149, 1.691], [2.510, 7.411, 0.461], [-3.151, 2.456, -2.816], [-4.547, 2.376, -3.530], [-4.515, 3.403, -4.454], [-3.257, 3.957, -4.541], [-2.984, 4.868, -5.214], [-2.434, 3.376, -3.729], [-2.556, 1.538, -2.903], [-3.176, 2.923, -1.812], [-5.380, 2.585, -2.818], [-4.754, 1.460, -4.041], [2.338, 1.438, -2.834], [1.430, 2.409, -3.636], [0.709, 3.087, -2.646], [1.447, 2.955, -1.507], [1.271, 3.672, -0.556], [2.317, 1.938, -1.527], [3.348, 1.324, -3.090], [1.888, 0.443, -2.651], [0.732, 1.790, -4.232], [1.888, 3.231, -4.234], [-1.776, -0.040, -0.207], [-0.594, 0.630, -0.811], [0.456, -0.184, -0.285], [0.019, -0.724, 0.876], [0.727, -1.308, 1.592], [-1.323, -0.580, 1.065], [-2.233, -0.812, -0.824], [-2.570, 0.695, -0.038], [-0.534, 1.654, -0.391], [-0.596, 0.563, -1.943], [-0.784, 2.091, 5.710], [0.116, 2.296, 4.471], [0.893, 1.091, 4.481], [0.330, 0.164, 5.289], [0.757, -0.940, 5.328], [-0.694, 0.706, 5.997], [-1.887, 2.256, 5.544], [-0.475, 2.616, 6.616], [0.746, 3.177, 4.544], [-0.519, 2.421, 3.512], [2.481, -2.631, -1.462], [2.667, -3.334, -0.082], [2.810, -4.727, -0.458], [3.272, -4.766, -1.710], [3.588, -5.788, -2.241], [3.218, -3.576, -2.289], [2.984, -1.694, -1.694], [1.470, -2.569, -1.865], [1.838, -3.375, 0.616], [3.534, -2.921, 0.377], [0.886, -5.018, 3.024], [0.882, -6.413, 2.402], [-0.502, -6.773, 2.365], [-1.211, -5.578, 2.262], [-2.311, -5.440, 1.852], [-0.435, -4.575, 2.677], [1.589, -4.420, 2.443], [0.982, -4.889, 4.080], [1.388, -7.176, 2.963], [1.184, -6.344, 1.350]]}